#A
DFT (ωB97M-V with the def2-TZVPD basis set) results for a cluster of 18 separate species, C9H52NO18 in total.

## Properties
HOMO energy: -0.072 Ha
Kohn-Sham gap: 3.790 eV
Charge: -1
LUMO: 1.817 eV

Cartesian coordinates (Å):
C (2.58101, -0.67553, 1.33201)
C (1.49677, 0.35538, 1.29446)
C (1.85075, 1.70144, 0.55780)
C (1.56325, 1.85787, -0.94406)
C (0.15992, 1.34726, -1.34721)
C (-0.19567, 0.01403, -0.66959)
N (0.14400, -0.07121, 0.81552)
O (-0.61997, -0.96530, 1.65179)
C (0.46064, -1.20494, -1.37334)
C (-1.75594, -0.06572, -0.85429)
C (1.46000, 0.80185, 2.77456)
H (3.54806, -0.29301, 1.65854)
H (2.84519, -0.97342, 0.31734)
H (2.38612, -1.57354, 1.91827)
H (2.91094, 1.92716, 0.67248)
H (1.42941, 2.62245, 0.96069)
H (2.27973, 1.25426, -1.50119)
H (1.76397, 2.89976, -1.19363)
H (0.25517, 1.15935, -2.41666)
H (-0.43437, 2.22705, -1.10049)
H (0.27539, -2.18709, -0.93842)
H (1.52323, -1.07172, -1.57646)
H (-0.01887, -1.25980, -2.35066)
H (-1.98441, 0.33290, -1.84273)
H (-2.37795, 0.42368, -0.10484)
H (-2.04922, -1.10699, -0.98791)
H (2.50462, 1.00116, 3.01361)
H (0.98300, 0.03574, 3.38583)
H (0.84558, 1.67866, 2.97903)
O (-4.37234, -1.18498, -6.29448)
H (-3.68720, -1.48791, -5.69862)
H (-5.06680, -1.83879, -6.21387)
O (-3.60493, -0.21569, 6.83815)
H (-4.50159, -0.54280, 6.76587)
H (-3.18386, -0.48743, 6.02263)
O (-3.95569, 6.61637, -0.21119)
H (-4.66146, 6.90366, -0.79047)
H (-3.20311, 7.14966, -0.46708)
O (7.19615, 3.52744, -0.46626)
H (6.28434, 3.23630, -0.45748)
H (7.65503, 2.86378, -0.98124)
O (3.21314, -0.25089, -7.85016)
H (2.66866, -0.28741, -7.06376)
H (2.59672, -0.36077, -8.57417)
O (-6.21805, 3.31981, -4.67434)
H (-5.35255, 3.02446, -4.95703)
H (-6.12899, 4.26816, -4.57988)
O (-7.59916, -5.36039, -1.77985)
H (-6.91402, -4.82000, -1.38639)
H (-7.94333, -5.87875, -1.05248)
O (-1.32899, -4.38813, -8.38013)
H (-0.73105, -4.78585, -7.74726)
H (-1.72904, -5.13108, -8.83203)
O (1.94869, -2.62306, 8.37192)
H (2.69601, -2.06996, 8.59953)
H (1.57939, -2.21675, 7.58785)
O (3.01786, 6.15745, 6.05148)
H (2.99945, 5.83134, 6.95123)
H (2.09752, 6.29460, 5.82705)
O (1.02287, -5.83252, 2.22312)
H (0.27192, -5.92151, 2.80995)
H (0.94948, -4.94494, 1.87235)
O (-0.94122, 6.67693, 4.06828)
H (-1.00481, 7.28543, 3.33213)
H (-1.24911, 5.84166, 3.71648)
O (3.61123, -6.05830, -1.35051)
H (4.53152, -5.82762, -1.22368)
H (3.23701, -6.04557, -0.46959)
O (-2.76981, 2.73730, 2.47218)
H (-2.83805, 2.93312, 1.53771)
H (-2.40665, 1.85230, 2.50603)
O (0.50700, -6.31004, -5.14366)
H (-0.13387, -6.63073, -4.50909)
H (1.24298, -6.00953, -4.61050)
O (-3.75038, -5.54416, 0.56368)
H (-3.47212, -4.70049, 0.92010)
H (-3.73832, -6.13764, 1.31459)
O (6.66798, 6.04636, 3.77643)
H (5.92224, 5.82739, 4.33515)
H (6.73901, 5.30843, 3.17090)

Atomic partial charges in e from the Löwdin method, atoms 1 to 8:
1. C -0.08
2. C -0.51
3. C -0.14
4. C -0.21
5. C -0.16
6. C -0.47
7. N -0.21
8. O -0.37

#B
DFT (ωB97M-V with the def2-TZVPD basis set) results for a cluster of 18 separate species, C9H52NO18 in total.

## Properties
HOMO energy: -0.148 Ha
Kohn-Sham gap: 5.113 eV
Charge: -1
LUMO: 1.075 eV

Cartesian coordinates (Å):
C (0.94280, -1.14361, 2.16317)
C (1.26313, -1.32177, 0.64128)
C (0.27260, -2.34514, 0.17160)
C (-1.18386, -1.93890, -0.04261)
C (-1.17635, -0.72424, -0.98815)
C (-0.21358, 0.42817, -0.54153)
N (1.12301, -0.10403, -0.16637)
O (2.04964, 0.93259, 0.17237)
C (-0.81287, 1.11253, 0.69679)
C (-0.20317, 1.33205, -1.76330)
C (2.67455, -1.91863, 0.54513)
H (-0.07131, -0.75523, 2.24615)
H (1.60723, -0.36087, 2.53783)
H (1.12974, -2.02609, 2.77584)
H (0.35278, -3.31532, 0.66881)
H (0.64860, -2.54632, -0.84445)
H (-1.75293, -1.66532, 0.84926)
H (-1.76796, -2.72703, -0.51889)
H (-2.17989, -0.30436, -0.87120)
H (-0.97205, -1.00660, -2.01956)
H (-1.50681, 1.91640, 0.40252)
H (-0.19413, 1.49613, 1.50263)
H (-1.58677, 0.53028, 1.21600)
H (-1.21361, 1.70040, -1.95291)
H (0.12950, 0.75040, -2.62461)
H (0.43233, 2.21906, -1.77446)
H (2.90453, -2.69209, 1.28452)
H (3.39439, -1.14365, 0.79924)
H (2.92900, -2.36052, -0.41873)
O (2.98254, -0.69155, -2.35149)
H (3.03702, 0.15540, -2.82575)
H (2.33058, -0.55690, -1.62864)
O (-1.38239, 3.87009, -4.31117)
H (-1.35658, 4.77132, -4.64860)
H (-2.16861, 3.83883, -3.75811)
O (-1.45019, -2.35133, 4.36086)
H (-2.23042, -2.27270, 4.92272)
H (-0.70548, -2.26882, 4.96713)
O (2.31997, 3.54105, -0.44532)
H (2.15274, 3.94075, 0.41207)
H (2.33139, 2.57135, -0.26545)
O (-1.36750, 0.70637, 4.13190)
H (-2.08340, 0.97238, 4.71947)
H (-1.05270, -0.12730, 4.49977)
O (-1.90666, 3.47833, 3.32085)
H (-1.98068, 2.98955, 2.49419)
H (-1.95182, 2.80253, 4.00106)
O (1.88839, -5.34237, -1.19910)
H (1.77091, -4.38527, -1.20840)
H (2.33812, -5.53791, -2.02593)
O (2.99736, 1.93154, -3.32156)
H (3.74614, 2.36272, -3.74553)
H (2.85317, 2.43203, -2.50989)
O (1.60531, 2.07052, 2.92711)
H (1.84101, 1.60598, 2.09852)
H (0.97419, 1.49132, 3.36262)
O (4.91670, 0.74271, -0.15956)
H (3.98266, 0.96346, -0.34417)
H (4.86639, 0.01432, 0.45860)
O (-3.84429, -4.46473, -0.31305)
H (-3.81006, -4.06295, 0.56545)
H (-2.94756, -4.77565, -0.46608)
O (-2.67045, -3.99271, 2.27851)
H (-2.12124, -3.29438, 2.65998)
H (-2.19614, -4.80807, 2.46668)
O (-1.57517, 4.69673, -0.32984)
H (-1.44618, 3.76273, -0.52783)
H (-1.26637, 4.79587, 0.57674)
O (0.74995, 2.11823, -5.48425)
H (0.20635, 2.74282, -4.98878)
H (1.51982, 1.97240, -4.91914)
O (-4.18999, -1.26528, 3.03449)
H (-3.24677, -1.08997, 3.14023)
H (-4.30867, -2.16911, 3.34527)
O (-2.50190, -3.37722, -3.49733)
H (-2.90457, -4.23639, -3.34177)
H (-2.72903, -2.85958, -2.71750)
O (1.17981, 5.17074, -2.66289)
H (1.51716, 4.48772, -2.06547)
H (0.26863, 4.91214, -2.82796)

Atomic partial charges in e from the Löwdin method, atoms 1 to 8:
1. C -0.03
2. C -0.50
3. C -0.15
4. C -0.17
5. C -0.13
6. C -0.45
7. N -0.16
8. O -0.28

What should be chosen as the most stable of them? Choose #B.